[1]
{
  "formula": "C9H18N2O2Si",
  "method": "ωB97M-V with the def2-TZVPD basis set",
  "species": ["C", "C", "C", "C", "C", "C", "C", "C", "C", "N", "N", "O", "O", "Si", "H", "H", "H", "H", "H", "H", "H", "H", "H", "H", "H", "H", "H", "H", "H", "H", "H", "H"],
  "xyz": [[-1.14, -3.94, 1.23], [-0.06, -3.18, 1.57], [-2.02, -3.04, 0.53], [-1.35, -1.81, 0.44], [3.04, 1.03, -1.79], [-0.25, 2.34, 2.29], [1.78, 1.19, -2.58], [0.80, 2.58, 1.12], [-0.01, 1.46, -0.98], [-0.20, -1.94, 1.09], [-3.32, -3.32, 0.04], [0.67, 0.67, -1.84], [0.78, 1.48, 0.26], [-1.63, 0.55, -0.75], [-1.21, -5.08, 1.27], [0.88, -3.45, 1.93], [3.31, 1.80, -1.17], [3.05, 0.15, -1.10], [3.88, 0.95, -2.58], [-0.03, 2.87, 3.27], [-1.18, 2.68, 1.81], [-0.35, 1.27, 2.36], [1.89, 0.56, -3.47], [1.72, 2.11, -2.98], [1.86, 2.58, 1.55], [0.53, 3.57, 0.75], [-0.02, 2.52, -1.41], [0.43, -1.18, 1.24], [-3.56, -4.34, 0.12], [-3.59, -2.90, -0.84], [-2.50, 0.94, -1.91], [-2.17, 0.90, 0.54]],
  "orbital_gap_ev": 6.7,
  "relative_energy_kcal_mol": 164.1,
  "lumo_energy_ev": -0.1
}

=====

[2]
{
  "formula": "C9H18N2O4",
  "method": "ωB97M-V with the def2-TZVPD basis set",
  "species": ["C", "C", "C", "C", "N", "C", "O", "N", "C", "C", "O", "O", "C", "C", "O", "H", "H", "H", "H", "H", "H", "H", "H", "H", "H", "H", "H", "H", "H", "H", "H", "H", "H"],
  "xyz": [[0.35, 3.62, 1.85], [0.08, 2.49, 0.90], [-1.46, 2.51, 0.65], [0.46, 1.14, 1.46], [1.91, 0.89, 1.37], [-0.13, -0.15, 0.89], [-1.18, -0.66, 1.28], [0.56, -0.60, -0.13], [0.10, -1.82, -0.72], [1.23, -2.88, -0.88], [1.77, -3.26, -1.91], [1.56, -3.26, 0.33], [-0.66, -1.72, -1.97], [-1.50, -2.93, -2.53], [-1.61, -0.62, -1.75], [1.47, 3.78, 1.87], [0.07, 4.56, 1.33], [0.06, 3.66, 2.87], [0.59, 2.64, -0.07], [-1.62, 3.30, -0.08], [-1.81, 1.57, 0.20], [-2.12, 2.55, 1.55], [0.12, 1.14, 2.46], [2.24, 0.05, 1.85], [2.47, 1.52, 1.86], [1.44, -0.20, -0.56], [-0.59, -2.32, 0.01], [2.23, -4.03, 0.13], [0.02, -1.47, -2.79], [-2.01, -2.52, -3.33], [-2.25, -3.40, -1.81], [-0.70, -3.73, -2.72], [-1.08, 0.17, -1.63]],
  "orbital_gap_ev": 10.1,
  "relative_energy_kcal_mol": 62.5,
  "lumo_energy_ev": 0.5
}

=====

[3]
{
  "formula": "C9H18N2O4",
  "method": "ωB97M-V with the def2-TZVPD basis set",
  "species": ["C", "C", "C", "C", "C", "N", "C", "O", "N", "C", "C", "O", "C", "O", "O", "H", "H", "H", "H", "H", "H", "H", "H", "H", "H", "H", "H", "H", "H", "H", "H", "H", "H"],
  "xyz": [[1.51, -2.31, -0.58], [1.63, -0.99, -1.37], [2.33, 0.23, -0.64], [3.76, -0.17, -0.14], [1.51, 0.83, 0.50], [0.96, -0.29, 1.41], [0.47, 1.86, 0.15], [0.84, 3.02, -0.02], [-0.83, 1.45, 0.02], [-1.28, 0.10, 0.11], [-1.80, -0.51, 1.47], [-1.35, -1.82, 1.57], [-2.48, -0.12, -0.78], [-2.52, -1.16, -1.40], [-3.41, 0.86, -0.68], [1.43, -3.18, -1.29], [2.47, -2.42, -0.07], [0.71, -2.26, 0.10], [2.37, -1.20, -2.12], [0.71, -0.69, -1.87], [2.46, 1.05, -1.40], [4.38, -0.64, -0.95], [4.26, 0.73, 0.09], [3.78, -0.83, 0.76], [2.25, 1.48, 1.04], [1.72, -0.97, 1.48], [0.82, 0.09, 2.43], [-1.49, 2.25, -0.17], [-0.44, -0.51, -0.24], [-1.39, -0.01, 2.39], [-2.91, -0.54, 1.41], [-0.39, -1.80, 1.64], [-4.20, 0.63, -1.22]],
  "orbital_gap_ev": 9.9,
  "relative_energy_kcal_mol": 59.2,
  "lumo_energy_ev": 0.5
}

=====

[4]
{
  "formula": "C9H18N2P",
  "method": "ωB97M-V with the def2-TZVPD basis set",
  "species": ["C", "C", "C", "C", "C", "C", "C", "C", "C", "N", "N", "P", "H", "H", "H", "H", "H", "H", "H", "H", "H", "H", "H", "H", "H", "H", "H", "H", "H", "H"],
  "xyz": [[2.45, 0.04, 0.07], [1.75, -0.97, -0.28], [2.22, 1.39, 0.68], [1.09, 2.25, 0.27], [-0.24, 2.01, 0.89], [-1.73, -1.01, -1.95], [-2.54, -0.31, -0.74], [-0.18, -0.76, -1.74], [-0.51, -0.63, 0.74], [-1.94, -0.83, 0.52], [0.28, -1.12, -0.36], [0.30, -1.28, 2.28], [3.50, -0.27, -0.02], [2.16, -1.80, -0.76], [2.27, 1.19, 1.77], [3.21, 1.78, 0.43], [1.28, 3.28, 0.70], [1.08, 2.39, -0.76], [-0.24, 1.80, 1.93], [-1.14, 2.66, 0.62], [-2.01, -2.06, -1.93], [-2.07, -0.68, -2.87], [-2.45, 0.89, -0.75], [-3.59, -0.77, -0.70], [0.35, -1.35, -2.44], [0.01, 0.24, -1.87], [-2.55, -0.54, 1.30], [0.01, -2.10, -0.39], [-0.19, -2.51, 2.03], [-0.57, -0.94, 3.31]],
  "total_charge": 1,
  "orbital_gap_ev": [7.8, 8.6],
  "relative_energy_kcal_mol": 73.2,
  "lumo_energy_ev": [-3.7, -3.0]
}

=====

[5]
{
  "formula": "C9H18N3",
  "method": "ωB97M-V with the def2-TZVPD basis set",
  "species": ["C", "C", "C", "C", "C", "C", "C", "C", "C", "N", "N", "N", "H", "H", "H", "H", "H", "H", "H", "H", "H", "H", "H", "H", "H", "H", "H", "H", "H", "H"],
  "xyz": [[2.85, -0.48, -1.80], [-2.76, 0.84, -1.47], [0.01, -1.66, 2.35], [1.91, -1.05, -1.10], [-1.75, 1.36, -0.80], [0.79, -0.81, 1.74], [0.43, -0.64, -1.02], [-1.28, 0.68, 0.48], [0.17, 0.18, 0.21], [-0.43, -1.81, -0.92], [1.09, 1.36, 0.29], [-1.07, 1.67, 1.64], [3.83, -0.98, -1.77], [2.53, 0.43, -2.34], [-2.90, 1.32, -2.39], [-3.31, 0.05, -1.19], [0.30, -2.13, 3.32], [-0.98, -1.87, 2.04], [2.29, -1.93, -0.52], [-1.28, 2.16, -1.24], [1.76, -0.57, 2.17], [0.20, -0.25, -1.94], [-1.75, -0.11, 0.91], [-0.40, -2.42, -1.71], [-0.05, -2.40, -0.18], [1.96, 1.28, 0.79], [1.27, 1.63, -0.65], [-0.85, 1.25, 2.53], [-1.75, 2.39, 1.53], [0.03, 1.81, 1.40]],
  "total_charge": 1,
  "orbital_gap_ev": 10.3,
  "relative_energy_kcal_mol": 92.8,
  "lumo_energy_ev": -2.6
}

=====

[6]
{
  "formula": "C9H18N3O2",
  "method": "ωB97M-V with the def2-TZVPD basis set",
  "species": ["C", "C", "C", "C", "C", "C", "C", "C", "C", "N", "N", "N", "O", "O", "H", "H", "H", "H", "H", "H", "H", "H", "H", "H", "H", "H", "H", "H", "H", "H", "H", "H"],
  "xyz": [[-1.15, 1.38, 0.11], [3.61, 0.13, -0.49], [3.21, -1.41, 0.00], [2.28, 0.97, -0.43], [1.36, -0.18, 0.49], [-1.56, -1.75, -0.34], [-3.87, -0.42, -0.49], [-1.89, 0.57, 0.84], [-2.59, -0.71, 0.29], [1.76, 1.07, 0.95], [-0.47, 2.45, 0.56], [1.99, -1.31, 0.84], [-0.89, 1.18, -1.18], [1.24, 0.10, -0.78], [4.45, 0.70, 0.17], [3.98, 0.11, -1.63], [2.93, -2.03, -0.80], [4.07, -1.87, 0.49], [2.41, 1.80, -1.06], [-1.23, -1.57, -1.33], [-2.04, -2.72, -0.36], [-0.53, -1.73, 0.34], [-4.63, 0.12, 0.17], [-4.23, -1.42, -0.81], [-3.76, 0.31, -1.31], [-2.29, 0.98, 1.78], [-2.76, -1.28, 1.28], [1.02, 1.71, 0.79], [-0.63, 2.54, 1.59], [-0.72, 3.32, 0.14], [-1.30, 0.46, -1.59], [2.22, -1.51, 1.76]],
  "total_charge": 1,
  "orbital_gap_ev": 7.1,
  "relative_energy_kcal_mol": 97.9,
  "lumo_energy_ev": -4.9
}

=====

> What is the formula in the third record?

C9H18N2O4

=====

Copy entry 4 word for word.
{
  "formula": "C9H18N2P",
  "method": "ωB97M-V with the def2-TZVPD basis set",
  "species": ["C", "C", "C", "C", "C", "C", "C", "C", "C", "N", "N", "P", "H", "H", "H", "H", "H", "H", "H", "H", "H", "H", "H", "H", "H", "H", "H", "H", "H", "H"],
  "xyz": [[2.45, 0.04, 0.07], [1.75, -0.97, -0.28], [2.22, 1.39, 0.68], [1.09, 2.25, 0.27], [-0.24, 2.01, 0.89], [-1.73, -1.01, -1.95], [-2.54, -0.31, -0.74], [-0.18, -0.76, -1.74], [-0.51, -0.63, 0.74], [-1.94, -0.83, 0.52], [0.28, -1.12, -0.36], [0.30, -1.28, 2.28], [3.50, -0.27, -0.02], [2.16, -1.80, -0.76], [2.27, 1.19, 1.77], [3.21, 1.78, 0.43], [1.28, 3.28, 0.70], [1.08, 2.39, -0.76], [-0.24, 1.80, 1.93], [-1.14, 2.66, 0.62], [-2.01, -2.06, -1.93], [-2.07, -0.68, -2.87], [-2.45, 0.89, -0.75], [-3.59, -0.77, -0.70], [0.35, -1.35, -2.44], [0.01, 0.24, -1.87], [-2.55, -0.54, 1.30], [0.01, -2.10, -0.39], [-0.19, -2.51, 2.03], [-0.57, -0.94, 3.31]],
  "total_charge": 1,
  "orbital_gap_ev": [7.8, 8.6],
  "relative_energy_kcal_mol": 73.2,
  "lumo_energy_ev": [-3.7, -3.0]
}